56
Properties=species:S:1:pos:R:3 method="wB97M-V/def2-TZVPD" multiplicity=2 total_energy_ha=-3606.90286 homo_ev="-10.605 / -10.605" relative_energy_kj_mol=22.1 charge=+1 gap_ev="7.239 / 8.083"
Co 0.2655 0.1797 0.4563
Cl 3.7120 1.2083 1.9434
Cl 3.6746 3.6152 3.6545
O -0.1606 0.3922 -1.6623
O -1.8228 -0.0111 0.1931
O 0.3865 -1.7853 0.2297
O -0.4985 -0.5906 2.3947
O -1.2089 3.1993 0.5786
O 2.1755 -0.0484 -0.6716
O 0.9528 1.6747 3.8575
O 0.4327 1.8504 1.2386
C -1.5207 0.6446 -2.0645
C 0.0538 2.6695 3.9688
C -0.6280 3.2300 2.8771
C -1.8798 -0.2419 2.5573
C -0.2172 -2.6638 1.1928
C 3.5961 2.9892 2.0169
C -0.1974 3.1404 5.2592
C 2.1338 0.4173 -2.0298
C -1.7738 4.7433 4.3890
C 2.5870 -1.4077 -0.5217
C -2.3666 0.8570 -0.8166
C 0.8678 1.2262 -2.2019
C -0.1450 -1.9593 2.5356
C -1.0977 4.1629 5.4632
C -1.5354 4.2723 3.1183
C -2.6626 -0.4398 1.2616
C 1.3666 -2.2982 -0.6887
C -0.5060 2.7591 1.4706
H 4.4343 3.3823 1.4529
H -2.0436 4.6966 2.2633
H -1.8797 0.8061 2.8534
H -1.8366 -0.2253 -2.6427
H 0.8843 -1.9580 2.8978
H 1.0490 1.4874 2.9073
H -1.2752 4.5176 6.4699
H 0.9413 -2.2508 -1.6918
H -2.4703 5.5532 4.5516
H -2.2757 1.8825 -0.4599
H 0.6953 1.4374 -3.2595
H -2.9389 -1.4823 1.0908
H -3.5766 0.1567 1.2945
H -3.4135 0.6112 -1.0013
H -0.7692 -2.4587 3.2806
H 3.3872 -1.6568 -1.2212
H 2.1136 -0.4426 -2.7030
H 2.6424 3.2604 1.5754
H 0.8979 2.1689 -1.6474
H 3.0249 1.0120 -2.2391
H -2.3131 -0.8303 3.3691
H -1.5737 1.5311 -2.6967
H -1.2322 -2.8827 0.8612
H 2.9776 -1.4939 0.4934
H 0.3442 -3.5983 1.2403
H 1.6005 -3.3358 -0.4485
H 0.3414 2.6893 6.0806

***

56
Properties=species:S:1:pos:R:3 method="wB97M-V/def2-TZVPD" total_energy_ha=-1852.78932 homo_ev=-1.980 charge=-1 gap_ev=2.558
Cl -0.7765 5.5369 1.9259
O -1.2326 -0.1321 0.0896
O -4.6480 -0.6626 -0.3804
O 2.9342 -5.6233 -4.1172
O 2.2646 -6.6944 -1.5850
O 3.0905 -2.6410 0.6049
O 0.7330 4.2321 -0.2991
O 3.4285 -1.4986 -1.9614
N 3.3078 0.1419 0.7889
N -0.0922 3.3647 0.3136
N -2.0753 1.6908 1.4794
C -0.3960 1.6807 3.5769
C 2.6129 -5.5191 -1.7359
C -0.6605 2.3217 -0.6736
C -2.3046 3.1618 1.6503
C 3.2152 -3.5721 -3.0041
C -3.4599 -1.5034 -0.1692
C -3.2778 -1.8019 1.4390
C 1.6044 0.7460 -1.0936
C 3.2284 -2.7058 -1.7955
C 3.0008 -3.3619 -0.4362
C 0.4289 1.6723 -1.6802
C -1.3408 4.1521 0.7690
C 2.7181 -4.6741 -0.5173
C 2.9456 -4.8864 -3.0838
C -1.6799 1.2795 0.0832
C 1.9845 0.8743 0.4808
C -2.0773 -0.9448 -0.8470
C -1.2821 1.0353 2.5680
H -0.3486 2.8472 3.7459
H -2.6972 1.2680 -0.5445
H 2.2061 2.0090 0.7770
H -3.4709 -0.7969 2.0346
H 0.2808 2.9410 1.1891
H -1.3701 2.9899 -1.3688
H 2.5323 -5.2244 0.3979
H -3.7079 -2.5569 -0.6707
H 3.3853 -0.6180 0.0701
H -3.4193 3.3768 1.2776
H 3.2568 -0.2382 1.7594
H 1.4512 4.5734 0.3138
H -1.4244 -1.9057 -1.1205
H -4.0274 -2.6053 1.8441
H -1.8764 4.7043 -0.1207
H 0.9310 2.5630 -2.2962
H -1.4109 -0.1459 2.6892
H -4.4871 0.0745 -1.0401
H -2.2522 -0.3933 -1.8834
H -2.1457 -2.0996 1.6600
H 1.1830 0.4403 1.2304
H 0.2702 1.0337 4.3256
H -2.2794 3.5575 2.7629
H 2.6093 0.9224 -1.7113
H 1.3267 -0.3948 -1.2951
H 3.4531 -3.0318 -3.9136
H -0.1626 1.0411 -2.5027

***

69
Properties=species:S:1:pos:R:3 method="wB97M-V/def2-TZVPD" total_energy_ha=-3276.62703 homo_ev=-11.149 relative_energy_kj_mol=0.0 gap_ev=10.735
P -0.7499 -0.1319 0.5117
P 0.8602 2.5130 5.3833
Mg 1.5580 2.0920 1.9428
F 1.9496 1.4229 5.7856
F 0.1946 0.7356 1.5555
F -0.3350 1.4893 5.6164
F 0.7462 3.0889 6.8671
F -1.0234 -1.1854 1.6972
F -0.1932 3.6104 4.7961
F -2.0052 0.7677 0.9280
F -0.3771 0.9240 -0.6486
F 2.0504 3.5374 5.0099
F 0.5179 -1.0419 0.0721
F -1.6810 -0.9857 -0.5037
F 0.9544 1.9177 3.7776
N -2.3660 -4.5574 -0.5608
N -4.4644 0.0817 -4.3281
N -1.4489 -1.7987 -4.7333
N 2.3294 2.0807 0.0590
N 0.2441 3.6305 1.6077
N 2.3380 -3.0932 -4.8974
N 2.9171 0.5303 2.3200
N -0.9824 2.9008 -3.9634
N 3.3023 -2.3997 0.6919
C -0.7532 -1.0835 -4.1683
C -3.8066 -3.0133 0.9632
C -1.3462 5.5323 2.3641
C -1.8044 2.5954 -3.2216
C 2.2135 -3.1768 -3.7594
C -0.4553 4.4714 1.9423
C 2.3446 -2.9373 1.0286
C 3.7303 -0.1417 2.7615
C -2.8441 2.1634 -2.3003
C -3.0351 -3.8799 0.0804
C 4.7485 -1.0237 3.2810
C 2.5489 2.1109 -1.0625
C 0.0493 -0.1503 -3.4100
C -3.7795 -2.1417 -3.1357
C -4.1729 -0.8937 -3.7971
C 2.0779 -3.3104 -2.3088
C 2.7946 2.1761 -2.4844
C 1.1314 -3.6098 1.4609
H 5.1935 -1.6686 2.5264
H -4.6473 -2.5807 -2.6448
H 2.1437 2.9251 -2.9408
H -3.0830 -2.5073 1.6067
H -0.5311 0.6681 -3.0000
H 1.2652 -2.6955 -1.9228
H -3.8210 2.5890 -2.5244
H 1.2836 -4.6577 1.7076
H -4.2629 -2.1504 0.4742
H 0.4210 -3.5672 0.6314
H -1.3128 5.6284 3.4496
H -4.5948 -3.5364 1.4944
H -2.3696 5.2388 2.1281
H 2.9403 -2.8167 -1.8554
H -2.6118 2.5722 -1.3142
H -1.0727 6.4655 1.8798
H 0.6572 -3.0897 2.2908
H 4.3210 -1.5824 4.1110
H -2.9034 1.0792 -2.2743
H 0.8194 0.3202 -4.0264
H 2.0344 -4.3710 -2.0836
H -2.9546 -1.9502 -2.4567
H -3.4616 -2.8444 -3.9006
H 0.6061 -0.5689 -2.5714
H 5.5910 -0.4229 3.6334
H 3.8154 2.4888 -2.6953
H 2.5572 1.2178 -2.9430

***

65
Properties=species:S:1:pos:R:3 method="wB97M-V/def2-TZVPD" total_energy_ha=-2305.05988 homo_ev=-6.082 relative_energy_kj_mol=297.8 charge=-1 gap_ev=8.409
F 5.5055 1.8758 -0.7506
F 2.6055 -0.6712 -4.1426
F 1.2635 -2.4082 -2.7846
F 2.9075 0.5748 4.0744
O -0.6175 -4.0972 -0.8036
O -2.4485 -4.5012 -1.9976
O -3.4545 1.2108 -1.0856
O 1.3675 0.2268 -0.1046
O -2.7405 -0.9292 0.5494
O -1.0065 -2.7292 -2.4636
O 3.5845 3.8328 0.8544
O 4.2655 3.5998 3.1514
O 4.1155 0.7158 -3.3276
O 0.8495 -0.4952 4.0364
O -1.2475 -0.1862 4.9914
O -4.6465 -3.0032 0.7854
O 4.9535 2.8828 -3.6566
O -0.2415 1.2888 3.8144
O 2.7295 2.5288 -3.3756
O 4.5645 1.9658 1.4484
C -2.1195 1.2008 -0.5286
C 2.7985 0.1958 -3.1316
C 4.1285 3.1298 1.8884
C 4.3065 1.8098 0.0624
C -3.6065 1.7938 -2.4546
C -1.4945 -3.7702 -1.7796
C -2.5935 -1.6242 1.4674
C 1.9055 1.3708 -3.2446
C 1.7905 0.2358 3.3094
C 0.3425 -3.1902 -0.7736
C 4.0095 2.1118 -3.4526
C 1.0125 1.5028 3.1844
C 0.1605 -2.2482 -1.9006
C 3.4315 3.0598 -0.2036
C -0.3005 0.1668 4.2664
C -5.5795 -2.6942 1.8014
C -2.0815 0.3628 0.6114
C -3.3185 -3.0132 1.2034
H 1.4255 2.3238 3.6874
H -5.8765 -3.5982 2.2544
H 1.9545 0.0218 2.3194
H 1.2775 1.4848 -4.2946
H -3.1655 1.1738 -2.9086
H -4.7235 1.9988 -2.3766
H -0.9395 0.2148 0.9124
H 1.1715 1.5648 -2.3836
H -0.0715 -1.2602 -1.5726
H 1.2645 -3.6502 -1.1296
H 0.6575 1.6448 2.1034
H -1.5815 -1.9012 1.6554
H -3.0815 2.6198 -2.6166
H 3.7305 0.7598 -0.1036
H 2.8305 -0.2362 -2.1896
H -3.1635 -3.6942 1.9874
H 2.4325 2.7538 -0.4446
H -2.9695 -1.4582 2.4984
H -2.6165 1.0488 1.1974
H 0.4385 -0.0812 0.3484
H -2.9545 -3.1812 0.2264
H -5.3375 -2.0722 2.7134
H 0.5405 -2.8222 0.1354
H 3.6435 3.5868 -1.0806
H -1.5115 0.8998 -1.4956
H -1.9025 2.1748 -0.5096
H -6.5745 -2.3972 1.5274

***

67
Properties=species:S:1:pos:R:3 method="wB97M-V/def2-TZVPD" total_energy_ha=-3173.04766 homo_ev=-5.500 relative_energy_kj_mol=456.6 charge=-1 gap_ev=7.266
I -2.4258 1.2828 3.1769
S 0.7955 3.3981 5.6393
P -1.7590 1.7430 5.5144
F 2.3736 3.5182 4.9789
O 1.8401 -4.1514 1.2771
O -0.1594 4.1181 4.6091
O 2.9552 -5.6892 2.4910
O -1.4422 2.5983 0.5956
O 0.8858 6.0061 -4.4490
O -2.4970 0.5133 6.5057
O -0.8229 1.3046 -1.1437
O 0.9915 -0.6908 4.8047
O 1.4316 1.1020 3.2686
O 1.8787 -6.3302 0.5740
O 0.0572 -4.1011 -5.7087
O -0.7657 4.6346 -3.6512
O -0.5154 -6.0160 -4.5907
O -0.8277 5.3125 -5.8003
O 0.6004 4.1540 6.9895
O -0.5150 -4.0474 -3.4922
O -2.5595 0.6402 0.1927
N 0.4129 0.9615 7.0520
C -0.1421 5.3729 -4.6194
C -3.0521 4.6287 -6.4492
C -0.1414 2.5428 -1.2687
C -2.0458 4.3112 -4.1624
C 2.1983 -3.5451 2.5090
C 3.3283 -4.4125 2.9760
C -1.6880 1.4430 -0.0945
C -1.8110 4.3017 -5.6430
C 2.5995 -2.0985 2.2998
C 0.8639 0.6401 4.5644
C -0.1952 3.0805 0.1297
C 0.1741 1.6010 5.6990
C -1.1279 -5.0080 -2.6467
C 1.2712 2.3304 -1.7756
C -0.2950 -4.6695 -4.6893
C -0.6166 -6.3008 -3.2076
C 2.1940 -5.4679 1.3761
C -0.7315 -4.7829 -1.2012
H 0.5931 2.6864 0.7809
H -3.8416 3.8920 -6.2781
H 1.3583 0.5070 7.1168
H -2.8147 4.6489 -7.5181
H 4.2960 -4.1450 2.5370
H 0.3586 -4.7663 -1.0887
H 2.9451 -1.6440 3.2322
H -2.2136 -4.9191 -2.7609
H -2.7532 5.0818 -3.8362
H 1.8269 3.2714 -1.8072
H -0.1670 4.1737 0.1569
H -3.4358 5.6239 -6.1970
H -1.3055 -7.1323 -3.0319
H 1.8148 1.6193 -1.1431
H -2.3793 3.3391 -3.7875
H 1.2513 1.8989 -2.7820
H 0.3774 -6.5760 -2.8375
H 3.4219 -4.4234 4.0659
H -1.3801 3.3520 -5.9779
H 1.7498 -1.5212 1.9201
H -1.0942 -3.8087 -0.8565
H -0.7042 3.1728 -1.9658
H -2.5741 0.9536 7.4246
H 3.3934 -2.0136 1.5490
H 0.3662 1.6679 7.8240
H 1.3366 -3.6065 3.1823
H -1.1417 -5.5608 -0.5517

***

56
Properties=species:S:1:pos:R:3 method="wB97M-V/def2-TZVPD" total_energy_ha=-2791.64864 homo_ev=-11.812 relative_energy_kj_mol=0.0 charge=+1 gap_ev=8.547
S 2.2675 0.3159 1.2408
S -0.4070 -0.3019 4.3792
P -1.1149 2.0620 0.8444
P 1.0332 -1.7853 -1.2218
Mg -0.1102 -0.2623 0.6645
O -2.4188 -4.8968 -0.7092
O -1.1773 -1.5002 4.6573
O -4.3855 -1.2813 -1.7897
O -0.9792 0.9715 4.7620
N 0.1905 1.0536 -1.6050
N 0.1978 -0.2532 2.7931
C 2.4779 -2.7823 -0.7551
C 1.0588 0.6462 -2.5508
C 1.5677 -0.7383 6.2937
C 0.4919 2.4965 -3.9918
C 3.9382 -0.7613 5.6417
C 0.1412 -2.8088 -2.4389
C -2.6087 2.3192 1.8202
C 2.9218 -0.8884 6.6085
C 1.8629 -0.6315 -2.3914
C 0.0572 3.3185 1.4196
C 1.5479 -0.0885 2.7206
C -1.5515 2.6746 -0.8170
C 1.2211 -0.4495 4.9955
C 3.5700 -0.4616 4.3239
C -0.5394 2.1608 -1.8345
C -0.4007 2.9065 -3.0084
C 1.2352 1.3469 -3.7511
C 2.2012 -0.2923 4.0081
H 1.9215 -1.1245 -3.3806
H -2.3736 1.9661 2.8407
H 1.9423 0.9608 -4.4841
H 0.9771 3.3242 0.8209
H 4.9983 -0.8915 5.8976
H -3.4295 1.7044 1.4068
H -2.5260 -5.8436 -0.5313
H 0.6132 3.0624 -4.9158
H 2.8913 -0.3791 -2.0650
H 2.1040 -3.5800 -0.0984
H -0.4137 4.3089 1.3925
H 0.7483 -0.8367 7.0007
H 3.1954 -2.1757 -0.1823
H 0.3439 3.0606 2.4472
H 0.8410 -3.2244 -3.1756
H 2.9511 -3.2094 -1.6481
H -2.5716 2.3282 -1.1095
H -5.0952 -1.4731 -2.4431
H -0.9927 3.8103 -3.1195
H -1.7378 -4.5847 -0.0584
H -4.1996 -2.1608 -1.3742
H -1.5220 3.7817 -0.8246
H -0.3965 -3.6139 -1.9163
H 3.1838 -1.1118 7.6321
H -2.8835 3.3846 1.8223
H 4.3167 -0.3724 3.5146
H -0.6171 -2.2070 -2.9646